71
Properties=species:S:1:pos:R:3 method="wB97M-V/def2-TZVPD" charge=+1 relative_energy_ev=0.0000 spin_multiplicity=5
Pd 0.243 0.194 -0.244
N 7.136 -0.142 4.114
C 6.366 -0.117 2.988
C 6.590 -1.039 1.958
C 5.808 -1.030 0.823
C 4.795 -0.088 0.688
C 4.567 0.838 1.703
C 5.336 0.824 2.845
S 3.828 -0.049 -0.753
O 3.684 1.315 -1.182
O 4.317 -1.043 -1.662
N 2.305 -0.497 -0.276
C 2.081 -1.757 0.205
N 3.008 -2.660 0.517
C 2.539 -3.798 1.006
C 1.181 -4.073 1.197
C 0.299 -3.077 0.838
N 0.756 -1.940 0.322
H 7.921 -0.764 4.178
H 7.039 0.558 4.825
H 7.385 -1.767 2.058
H 5.976 -1.753 0.039
H 3.787 1.579 1.595
H 5.155 1.546 3.630
H 3.285 -4.539 1.271
H 0.839 -5.012 1.601
H -0.774 -3.177 0.949
N -10.086 -1.680 -0.915
C -8.977 -1.388 -0.887
C -7.580 -1.034 -0.857
C -6.792 -1.425 0.221
C -5.446 -1.099 0.235
C -4.890 -0.388 -0.822
C -5.683 0.011 -1.891
C -7.030 -0.311 -1.911
C -3.431 -0.068 -0.808
C -3.016 1.110 -0.201
C -3.890 2.112 0.381
C -3.099 3.130 0.774
C -1.735 2.722 0.440
N -1.686 1.550 -0.124
C -2.573 -0.957 -1.450
C -2.981 -2.103 -2.246
C -1.859 -2.654 -2.756
C -0.759 -1.861 -2.239
N -1.175 -0.877 -1.483
H -7.231 -1.978 1.038
H -4.828 -1.402 1.071
H -5.253 0.570 -2.711
H -7.656 -0.004 -2.737
H -4.961 2.033 0.437
H -3.378 4.061 1.235
H -0.840 3.293 0.639
H -4.001 -2.406 -2.406
H -1.761 -3.503 -3.409
H 0.298 -2.026 -2.406
F -1.258 -0.523 2.230
C -0.129 0.168 1.998
F -0.296 1.402 2.508
F 0.867 -0.410 2.670
C 2.058 4.369 -2.218
C 1.512 3.358 -2.994
C 0.979 2.252 -2.363
N 0.984 2.114 -1.036
C 1.522 3.081 -0.293
C 2.055 4.231 -0.841
H 2.486 5.247 -2.681
H 1.501 3.419 -4.072
H 0.537 1.443 -2.936
H 1.542 2.904 0.777
H 2.484 4.982 -0.195



10
Properties=species:S:1:pos:R:3 method="wB97M-V/def2-TZVPD" charge=-1 relative_energy_ev=0.0000
C 2.540 0.732 0.350
N -1.480 0.618 0.121
O 3.048 -0.212 0.764
O -1.379 -1.929 0.711
O -1.140 1.342 -0.816
O -2.077 0.864 1.128
O 0.544 -0.707 -0.202
O -1.360 -1.363 -1.667
O 2.126 1.723 -0.054
S -0.823 -1.068 -0.336



120
Properties=species:S:1:pos:R:3 method="wB97M-V/def2-TZVPD" charge=+3 relative_energy_ev=0.0000
W -0.627 0.267 0.097
C 5.835 -0.366 -3.770
C 4.834 -1.531 -3.805
C 5.330 -2.667 -2.896
C 4.737 -2.054 -5.238
C 3.489 -1.042 -3.279
C 3.403 -0.534 -1.978
C 2.182 -0.127 -1.492
Se 2.041 0.883 0.139
C 2.123 -0.259 1.687
C 3.303 -0.803 2.144
C 3.325 -1.440 3.390
C 2.150 -1.446 4.140
C 0.935 -0.888 3.724
C 0.956 -0.307 2.460
O -0.190 0.205 1.872
C -0.322 -0.924 4.597
C -0.044 -1.573 5.955
C -0.805 0.513 4.851
C -1.414 -1.751 3.898
C 4.625 -2.069 3.884
C 5.713 -0.986 3.948
C 4.472 -2.694 5.270
C 5.043 -3.164 2.890
C 1.029 -0.186 -2.288
O -0.158 0.185 -1.661
C 1.078 -0.585 -3.622
C 2.334 -1.025 -4.058
C -0.129 -0.533 -4.564
C 0.285 -0.787 -6.017
C -0.774 0.862 -4.507
C -1.138 -1.615 -4.160
H 6.799 -0.704 -4.150
H 5.997 0.011 -2.758
H 5.498 0.462 -4.396
H 6.296 -3.025 -3.252
H 4.637 -3.511 -2.906
H 5.463 -2.338 -1.863
H 5.717 -2.410 -5.554
H 4.435 -1.274 -5.939
H 4.043 -2.894 -5.323
H 4.291 -0.442 -1.365
H 4.206 -0.721 1.553
H 2.177 -1.907 5.115
H 0.712 -1.028 6.521
H 0.267 -2.615 5.862
H -0.961 -1.561 6.543
H -0.032 1.093 5.357
H -1.681 0.491 5.499
H -1.087 1.027 3.933
H -1.100 -2.792 3.790
H -1.675 -1.359 2.914
H -2.318 -1.745 4.508
H 5.431 -0.186 4.635
H 5.918 -0.545 2.971
H 6.643 -1.425 4.308
H 4.203 -1.953 6.025
H 5.423 -3.130 5.571
H 3.730 -3.496 5.282
H 5.208 -2.766 1.886
H 4.290 -3.953 2.834
H 5.977 -3.621 3.218
H 2.414 -1.355 -5.080
H 1.020 -0.061 -6.367
H -0.597 -0.694 -6.651
H 0.681 -1.792 -6.168
H -0.041 1.637 -4.736
H -1.232 1.074 -3.542
H -1.564 0.922 -5.256
H -0.725 -2.611 -4.341
H -2.041 -1.524 -4.766
H -1.436 -1.539 -3.115
C 1.533 4.344 -0.211
C 0.428 3.656 -1.018
P -0.874 2.829 -0.036
C -2.482 3.118 -0.864
C -2.672 4.490 -1.513
C -0.904 3.532 1.639
C -1.478 4.950 1.715
H 2.298 4.709 -0.894
H 2.020 3.683 0.505
H 1.148 5.202 0.336
H 0.833 2.921 -1.720
H -0.089 4.396 -1.631
H -3.230 2.945 -0.082
H -2.622 2.333 -1.609
H -2.440 5.314 -0.840
H -3.714 4.592 -1.813
H -2.069 4.594 -2.413
H 0.127 3.499 2.004
H -1.483 2.848 2.261
H -0.964 5.647 1.054
H -1.373 5.321 2.733
H -2.539 4.962 1.469
C 0.136 -3.789 -1.341
S 0.969 -2.816 -0.110
C 0.751 -3.818 1.340
O -0.053 -1.649 0.139
H 0.692 -4.723 -1.441
H 0.175 -3.232 -2.275
H -0.892 -3.966 -1.029
H 1.342 -4.724 1.191
H -0.304 -4.054 1.469
H 1.146 -3.254 2.184
O -3.027 1.082 2.209
C -3.449 0.489 1.261
N -2.560 0.116 0.161
S -3.470 -0.700 -1.121
O -3.428 0.140 -2.269
O -2.942 -2.026 -1.167
C -4.972 -0.610 -0.239
C -6.186 -1.097 -0.677
C -7.267 -0.945 0.187
C -7.121 -0.332 1.430
C -5.890 0.153 1.850
C -4.807 0.007 0.994
H -6.301 -1.572 -1.642
H -8.239 -1.309 -0.116
H -7.983 -0.230 2.075
H -5.767 0.636 2.810



118
Properties=species:S:1:pos:R:3 method="wB97M-V/def2-TZVPD" spin_multiplicity=2 total_energy_ev=-78175.19780
Hg 0.193 0.006 0.601
C 0.611 -4.233 -1.854
C 2.095 -4.376 -1.674
C 2.668 -5.800 -1.878
C 2.438 -3.944 -0.263
C 2.484 -4.736 0.937
C 2.539 -3.820 1.958
N 2.633 -2.544 1.415
N 2.518 -2.641 0.040
B 3.098 -1.360 2.253
N 3.390 -0.012 1.506
C 4.068 1.026 2.112
C 4.501 1.908 1.140
C 3.995 1.345 -0.092
N 3.353 0.205 0.142
C 4.023 1.887 -1.476
C 4.487 3.332 -1.383
C 4.833 0.964 -2.378
N 1.988 -1.176 3.354
C 2.193 -0.907 4.692
C 0.979 -0.694 5.314
C 0.026 -0.737 4.234
N 0.649 -1.096 3.089
C -1.420 -0.402 4.409
C -2.136 -1.530 5.123
C -1.489 0.807 5.310
H 0.049 -4.881 -1.170
H 0.328 -4.513 -2.871
H 0.299 -3.209 -1.662
H 2.592 -3.667 -2.358
H 2.202 -6.523 -1.199
H 2.499 -6.142 -2.912
H 3.750 -5.799 -1.717
H 2.389 -5.809 1.038
H 2.551 -4.036 3.014
H 4.094 -1.627 2.911
H 4.246 1.106 3.159
H 5.163 2.738 1.268
H 2.965 1.891 -1.870
H 5.515 3.409 -0.989
H 4.556 3.831 -2.373
H 3.806 3.959 -0.717
H 5.900 0.930 -2.081
H 4.416 -0.069 -2.398
H 4.807 1.362 -3.400
H 3.176 -0.935 5.114
H 0.736 -0.594 6.363
H -1.854 -0.179 3.419
H -1.637 -1.712 6.092
H -3.167 -1.241 5.318
H -2.146 -2.449 4.490
H -1.019 0.636 6.293
H -0.942 1.653 4.850
H -2.527 1.156 5.473
C 0.593 4.272 2.466
C 0.843 2.956 2.115
N -0.141 2.152 1.715
C -1.386 2.653 1.619
C -1.590 4.019 1.927
N -0.637 4.809 2.347
C -2.449 1.732 1.275
C -3.748 2.233 1.200
C -4.807 1.344 0.964
C -4.478 -0.004 0.661
C -3.156 -0.439 0.769
N -2.148 0.394 1.118
C -2.793 -1.820 0.576
C -3.697 -2.765 0.029
N -3.400 -4.051 -0.002
C -2.351 -4.501 0.672
C -1.414 -3.567 1.122
N -1.621 -2.256 1.027
C -6.217 1.724 1.204
C -7.280 0.902 0.769
C -8.521 1.156 1.303
N -8.816 2.178 2.125
C -7.823 2.971 2.500
C -6.516 2.808 2.051
H 1.385 4.910 2.838
H 1.843 2.522 2.222
H -2.584 4.505 1.925
H -3.977 3.313 1.227
H -5.265 -0.706 0.377
H -4.663 -2.509 -0.422
H -2.175 -5.584 0.804
H -0.426 -3.871 1.511
H -7.152 0.100 0.004
H -9.355 0.499 1.069
H -8.075 3.791 3.207
H -5.729 3.493 2.367
N -0.803 3.161 -2.733
C -1.540 4.309 -2.846
C -0.675 5.370 -2.548
C 0.541 4.750 -2.187
N 0.439 3.408 -2.233
H -1.109 2.204 -2.875
H -2.583 4.313 -3.164
H -0.828 6.470 -2.620
H 1.480 5.197 -1.863
C 0.585 -0.076 -6.669
C 1.889 -0.650 -6.048
C 3.006 0.371 -5.902
C 1.691 -1.461 -4.720
N 0.952 -0.847 -3.617
C 1.254 -0.728 -2.292
N 0.117 -0.509 -1.629
N -0.905 -0.466 -2.595
N -0.393 -0.688 -3.759
H 0.803 0.180 -7.722
H 0.261 0.837 -6.159
H -0.208 -0.847 -6.642
H 2.252 -1.433 -6.757
H 2.754 1.157 -5.166
H 3.217 0.859 -6.882
H 3.953 -0.099 -5.610
H 2.723 -1.656 -4.340
H 1.166 -2.402 -4.965
H 2.226 -0.851 -1.850



76
Properties=species:S:1:pos:R:3 method="wB97M-V/def2-TZVPD" charge=-2 relative_energy_ev=0.0000
Ba 0.436 -0.394 0.029
C -0.517 -4.914 1.553
C -0.772 -3.615 0.847
N -0.862 -2.490 1.451
O -0.666 -2.512 2.788
B -1.494 -1.521 3.531
F -1.101 -1.608 4.854
F -2.843 -1.914 3.371
O -1.337 -0.065 3.193
N -1.518 0.348 1.877
C -2.882 0.582 1.432
C -4.019 0.435 2.413
C -3.191 0.200 0.001
N -2.206 -0.032 -0.770
O -2.518 -0.404 -2.041
B -1.374 -0.927 -2.839
F -0.219 -0.138 -2.588
F -1.747 -0.902 -4.166
O -1.085 -2.369 -2.531
N -0.792 -2.484 -1.212
C -0.972 -3.602 -0.631
C -1.407 -4.850 -1.339
C -4.613 0.153 -0.471
H -0.056 -4.711 2.516
H 0.139 -5.553 0.960
H -1.453 -5.450 1.725
H -3.656 0.637 3.416
H -4.409 -0.581 2.389
H -4.807 1.144 2.161
H -1.808 -4.584 -2.314
H -2.160 -5.385 -0.759
H -0.558 -5.523 -1.485
H -5.292 -0.195 0.304
H -4.673 -0.497 -1.340
H -4.921 1.156 -0.782
I 2.892 1.656 1.550
C 3.674 0.241 2.908
C 4.351 0.734 3.987
C 4.939 -0.163 4.904
C 4.851 -1.507 4.686
C 4.162 -2.023 3.560
C 4.117 -3.416 3.316
C 3.456 -3.886 2.218
C 2.779 -2.998 1.352
C 2.753 -1.625 1.516
C 3.505 -1.148 2.639
H 4.436 1.802 4.139
H 5.461 0.226 5.770
H 5.313 -2.208 5.374
H 4.617 -4.089 4.006
H 3.436 -4.955 2.019
H 2.256 -3.448 0.505
S -0.764 5.603 1.043
Sb -1.019 4.016 -0.522
S -1.887 2.084 1.735
S 0.853 2.986 -1.277
S -2.923 3.870 -1.689
C 6.811 1.834 -1.958
C 5.775 2.638 -2.737
C 4.864 3.422 -1.798
C 4.979 1.744 -3.693
N 4.298 0.649 -3.029
C 3.174 0.645 -2.309
N 2.981 -0.564 -1.844
N 4.007 -1.308 -2.303
N 4.805 -0.595 -3.011
H 7.429 2.499 -1.354
H 7.461 1.262 -2.623
H 6.323 1.130 -1.280
H 6.298 3.349 -3.388
H 4.368 2.764 -1.082
H 4.090 3.969 -2.339
H 5.446 4.140 -1.217
H 5.639 1.283 -4.428
H 4.227 2.333 -4.220
H 2.529 1.497 -2.173



37
Properties=species:S:1:pos:R:3 method="wB97M-V/def2-TZVPD" total_energy_ev=-60342.93826
O 2.173 0.624 2.101
C 2.807 -0.290 1.590
C 4.238 -0.447 1.938
C 4.948 -1.436 1.409
C 4.323 -2.389 0.465
O 5.008 -3.302 0.011
C 2.891 -2.242 0.067
P 2.387 -3.567 -1.129
O 1.585 -4.597 -0.108
Cl 0.849 -2.809 -2.299
C 2.166 -1.237 0.609
C 0.726 -0.963 0.300
C -0.261 -2.014 0.833
C -0.983 -1.553 2.088
Cl -2.036 -0.116 1.848
H 4.659 0.281 2.612
H 5.993 -1.565 1.638
H 1.923 -4.429 0.778
H 0.479 -0.045 0.827
H 0.557 -0.721 -0.738
H -1.034 -2.215 0.098
H 0.224 -2.945 1.110
H -0.286 -1.339 2.893
H -1.657 -2.327 2.436
C -3.462 4.360 -2.867
C -3.553 3.114 -2.000
C -3.486 3.354 -0.513
O -2.988 2.100 -0.032
C -2.238 1.557 -1.024
O -1.524 0.617 -0.907
O -2.416 2.247 -2.181
H -4.346 4.454 -3.495
H -3.407 5.268 -2.265
H -2.592 4.322 -3.519
H -4.442 2.534 -2.261
H -4.453 3.580 -0.070
H -2.771 4.135 -0.244



What did the fifth record say?
76
Properties=species:S:1:pos:R:3 method="wB97M-V/def2-TZVPD" charge=-2 relative_energy_ev=0.0000
Ba 0.436 -0.394 0.029
C -0.517 -4.914 1.553
C -0.772 -3.615 0.847
N -0.862 -2.490 1.451
O -0.666 -2.512 2.788
B -1.494 -1.521 3.531
F -1.101 -1.608 4.854
F -2.843 -1.914 3.371
O -1.337 -0.065 3.193
N -1.518 0.348 1.877
C -2.882 0.582 1.432
C -4.019 0.435 2.413
C -3.191 0.200 0.001
N -2.206 -0.032 -0.770
O -2.518 -0.404 -2.041
B -1.374 -0.927 -2.839
F -0.219 -0.138 -2.588
F -1.747 -0.902 -4.166
O -1.085 -2.369 -2.531
N -0.792 -2.484 -1.212
C -0.972 -3.602 -0.631
C -1.407 -4.850 -1.339
C -4.613 0.153 -0.471
H -0.056 -4.711 2.516
H 0.139 -5.553 0.960
H -1.453 -5.450 1.725
H -3.656 0.637 3.416
H -4.409 -0.581 2.389
H -4.807 1.144 2.161
H -1.808 -4.584 -2.314
H -2.160 -5.385 -0.759
H -0.558 -5.523 -1.485
H -5.292 -0.195 0.304
H -4.673 -0.497 -1.340
H -4.921 1.156 -0.782
I 2.892 1.656 1.550
C 3.674 0.241 2.908
C 4.351 0.734 3.987
C 4.939 -0.163 4.904
C 4.851 -1.507 4.686
C 4.162 -2.023 3.560
C 4.117 -3.416 3.316
C 3.456 -3.886 2.218
C 2.779 -2.998 1.352
C 2.753 -1.625 1.516
C 3.505 -1.148 2.639
H 4.436 1.802 4.139
H 5.461 0.226 5.770
H 5.313 -2.208 5.374
H 4.617 -4.089 4.006
H 3.436 -4.955 2.019
H 2.256 -3.448 0.505
S -0.764 5.603 1.043
Sb -1.019 4.016 -0.522
S -1.887 2.084 1.735
S 0.853 2.986 -1.277
S -2.923 3.870 -1.689
C 6.811 1.834 -1.958
C 5.775 2.638 -2.737
C 4.864 3.422 -1.798
C 4.979 1.744 -3.693
N 4.298 0.649 -3.029
C 3.174 0.645 -2.309
N 2.981 -0.564 -1.844
N 4.007 -1.308 -2.303
N 4.805 -0.595 -3.011
H 7.429 2.499 -1.354
H 7.461 1.262 -2.623
H 6.323 1.130 -1.280
H 6.298 3.349 -3.388
H 4.368 2.764 -1.082
H 4.090 3.969 -2.339
H 5.446 4.140 -1.217
H 5.639 1.283 -4.428
H 4.227 2.333 -4.220
H 2.529 1.497 -2.173